No. 1
The following is a quantum chemistry calculation of 14 unconnected molecules or ions with the total composition C22H72N12O14 in a non-equilibrium geometry, from the Open Molecules 2025 dataset.

The geometry in ORCA input format:
```
! RIJCOSX wB97M-V def2-TZVPD def2/J DEFGRID3
* xyz 0 1
O -3.30 -0.13 0.23
O -3.28 -2.67 1.12
O 0.79 6.18 2.02
O 0.77 -2.88 -2.29
O -0.98 4.12 -3.77
O 3.46 -2.70 -2.19
O -0.95 0.43 -1.15
O -1.49 -0.60 -5.79
O -5.42 0.56 3.37
O 4.78 -2.04 3.97
O 0.39 1.93 -2.87
O 3.94 1.38 0.28
O -0.29 0.47 4.27
O 0.91 -2.99 3.27
N 1.68 -0.44 4.80
N 1.45 1.65 5.01
N -3.34 -0.27 3.74
N -3.55 1.57 2.65
N 5.16 2.70 -1.11
N -0.98 -2.06 2.64
N 3.76 3.63 0.23
N 3.41 -1.36 2.30
N -0.93 -0.88 -3.68
N -0.81 -4.08 2.21
N -0.07 -2.21 -5.18
N 4.70 0.02 3.24
C -4.20 0.58 3.23
C 0.86 0.53 4.71
C 4.29 2.47 -0.16
C 4.33 -1.21 3.22
C -0.86 -1.17 -4.94
C -2.86 2.91 -2.69
C 0.76 5.83 0.67
C -2.15 3.22 -4.00
C 0.31 0.69 0.89
C 0.11 4.43 0.60
C -1.23 -4.05 -1.79
C 1.76 1.89 -2.48
C 0.27 -3.86 -1.45
C -0.18 -3.04 2.74
C -4.69 -0.53 -1.82
C -0.10 -0.26 -0.27
C -4.53 -3.08 1.45
C -4.29 -4.30 2.37
C 2.47 0.98 -3.48
C 3.73 -1.64 -1.38
C 4.85 -2.09 -0.52
C -4.57 0.06 -0.40
H -3.82 -3.95 3.29
H 1.41 -1.33 4.42
H 0.71 3.69 1.13
H -1.90 2.26 -4.45
H -2.61 0.37 -0.21
H -3.63 -5.07 1.96
H 0.09 2.82 -3.08
H 4.30 -2.94 -2.59
H 1.72 -2.93 -2.19
H 5.75 1.88 -1.18
H 2.90 -1.34 -0.74
H 4.38 0.61 2.48
H -5.17 -4.73 2.84
H 0.49 -2.63 -4.45
H -5.40 -0.23 0.25
H -4.02 -0.08 -2.55
H 2.56 1.40 -4.48
H 2.19 2.89 -2.41
H -0.87 4.34 1.07
H -0.59 4.21 -4.64
H 3.03 3.57 0.92
H -3.90 2.59 -2.79
H -2.36 -0.04 3.85
H -0.33 -4.94 2.03
H 4.60 -3.00 0.02
H -1.44 -4.50 -2.76
H 5.38 0.26 3.96
H -0.42 -1.47 -3.04
H 0.78 -4.82 -1.55
H 0.99 1.43 0.47
H -5.65 -0.22 -2.24
H -0.21 -2.69 -6.06
H -1.74 -4.76 -1.13
H 5.75 -2.26 -1.11
H -4.60 -1.61 -1.76
H 0.17 6.55 0.10
H -4.05 2.40 2.35
H -2.66 1.34 2.23
H -0.73 -1.16 3.03
H -0.61 -1.16 0.09
H -4.98 -3.48 0.54
H 0.48 -3.54 -0.43
H 2.38 1.71 5.41
H 4.10 -0.77 -1.93
H -4.65 1.14 -0.36
H -1.91 -2.10 2.25
H 2.62 -0.23 5.11
H 0.86 0.16 1.67
H -2.38 2.21 -2.01
H -0.64 1.06 1.27
H 5.27 -1.39 0.20
H 5.54 3.63 -1.09
H 1.73 5.81 0.19
H -1.78 -3.12 -1.67
H 3.52 0.86 -3.20
H -3.68 -1.07 4.25
H -0.40 0.91 -1.77
H 0.99 2.53 4.84
H 2.93 -2.24 2.21
H -2.83 3.67 -4.72
H -3.41 -1.79 0.77
H 1.69 1.45 -1.49
H 0.75 -0.64 -0.85
H -2.90 3.88 -2.20
H -5.26 -2.31 1.71
H -1.69 -3.80 1.79
H -0.03 4.18 -0.45
H 3.19 -0.51 1.79
H 1.32 6.98 2.08
H 4.18 4.51 -0.05
H -1.42 -0.10 -3.26
H 2.03 -0.02 -3.50
*
```

Summary:
Frontier orbital gap ... 8.82 eV
ΔE to the lowest compared entry with this formula, charge and spin ... 78.3 kcal/mol
Lowest unoccupied orbital energy ... -0.3 eV
E ... -70530.7279 eV
Largest force on an atom ... 6.609 eV/A


No. 2
The following is a quantum chemistry calculation of a molecular structure, C22H73CuHfN4O22S2 in a non-equilibrium geometry, from the Open Molecules 2025 dataset.

The geometry in ORCA input format:
```
! RIJCOSX wB97M-V def2-TZVPD def2/J DEFGRID3
* xyz -1 2
Hf -2.09 2.62 3.58
Cu -3.53 1.48 0.03
S -2.81 4.55 0.56
S -5.58 2.63 2.12
O 0.26 3.14 2.87
O -2.02 0.76 2.00
O 0.15 3.66 -1.33
O -6.59 1.74 2.73
O -5.60 2.41 0.69
O -4.27 2.33 2.75
O -0.33 -4.28 2.90
O -0.57 -2.58 5.11
O -3.20 -3.57 1.02
O -3.34 3.87 -0.65
O 4.33 -0.33 -4.12
O -3.91 5.28 1.21
O -1.50 0.87 5.03
O -1.70 5.44 0.18
O -3.01 -1.49 4.72
O -5.89 4.00 2.44
O -2.18 3.54 1.45
O -3.50 0.92 -2.18
O 5.30 -3.59 2.88
O -5.10 -1.95 2.54
O -0.02 2.59 -4.71
O 1.22 -0.24 5.31
N -4.58 -0.89 -0.39
N 2.86 1.95 -3.36
N 0.29 -0.96 -6.27
N 2.38 -4.51 2.25
C -0.58 0.73 0.14
C 0.37 3.92 -4.98
C -1.39 -0.07 1.13
C -0.33 0.07 -5.36
C 0.11 -0.25 -3.94
C 2.81 -3.15 2.43
C 2.15 3.04 4.55
C -4.42 -0.13 -2.60
C 6.62 -3.52 2.44
C 0.20 1.50 -5.70
C 4.33 -3.08 1.90
C 3.27 0.18 -1.58
C 2.39 1.86 2.30
C 3.83 1.30 -2.53
C -5.29 -2.60 -1.98
C 2.69 -2.70 3.90
C -3.11 1.87 -3.19
C -0.59 -1.14 1.84
C -4.34 -1.41 -1.71
C 5.12 -0.68 -5.32
C 4.97 0.66 -3.33
C 1.68 3.01 3.10
H 0.30 -0.70 2.28
H 5.73 0.14 -2.76
H 6.85 -4.13 1.57
H -4.63 -1.66 0.27
H -0.52 -3.03 5.95
H 4.55 -1.38 -5.93
H 2.19 -2.50 1.81
H 1.19 -0.25 -3.78
H 2.58 -0.49 -2.10
H -5.55 -0.63 -0.42
H 1.69 -2.86 4.29
H -0.29 -1.96 1.19
H -0.07 1.51 0.72
H -2.41 -0.75 4.63
H 1.46 3.94 -5.07
H -1.03 -1.69 2.67
H 5.34 1.47 -3.96
H 3.20 2.74 4.66
H 1.28 1.37 -5.62
H 1.65 2.37 5.25
H 3.98 -0.30 -0.91
H 1.98 0.94 2.73
H 2.92 -1.66 4.13
H -0.41 2.90 -1.46
H -1.51 -2.41 4.98
H 0.60 -4.30 2.67
H -0.24 4.35 -1.88
H 2.37 1.25 -3.90
H 0.54 0.40 5.11
H -1.26 -0.07 4.95
H 6.02 -1.17 -4.95
H -2.40 -3.38 1.51
H 1.20 -1.08 -5.84
H 0.22 4.60 -4.13
H -4.15 -0.54 -3.57
H 2.20 -4.85 1.32
H 2.58 0.69 -0.90
H 3.30 -3.37 4.51
H 5.55 0.14 -5.89
H 1.97 4.05 4.92
H -3.83 2.69 -3.09
H -1.22 1.02 -0.69
H -5.40 -2.85 -3.03
H 0.79 -1.09 5.20
H 6.76 -2.46 2.22
H 7.29 -3.94 3.19
H 2.17 3.84 2.59
H -4.85 -3.50 -1.56
H -2.20 -0.63 0.67
H -3.20 1.46 -4.19
H -5.05 -1.41 3.33
H 3.48 1.89 2.33
H -1.42 0.05 -5.46
H -2.90 -4.05 0.25
H 2.16 2.00 1.25
H 0.02 1.92 -6.69
H 3.26 -5.00 2.33
H 4.22 2.04 -1.83
H -3.88 -1.08 4.75
H 4.27 -3.60 0.94
H 0.48 -0.62 -7.20
H -0.28 0.54 -3.31
H -2.16 2.27 -2.82
H -0.12 4.34 -5.86
H 4.52 -2.03 1.66
H -4.18 -2.12 2.31
H 0.20 0.19 -0.39
H -6.26 -2.44 -1.50
H -5.46 0.21 -2.61
H -0.50 -1.10 -3.65
H -0.39 -3.58 3.55
H 2.06 2.28 -2.84
H -3.30 -1.74 -1.74
*
```

Summary:
Frontier orbital gap (spin up / spin down) ... 5.54 / 4.34 eV
Lowest unoccupied orbital energy (spin up / spin down) ... -0.1 / -0.7 eV
E ... -142615.2882 eV
Largest force on an atom ... 10.165 eV/A


Question: Which formula does entry 1 have?
Answer: C22H72N12O14